P | 2 unconnected molecules or ions with the total composition C4H12OS. Source: OMol25; level of theory: the ωB97M-V functional and the def2-TZVPD basis.

Summary:
SMILES   CCCCS.O
Frontier orbital gap   0.3568 Ha
HOMO level   -9.0 eV

Element x y z (Å)
C1 0.6546 -0.7602 1.9958
C2 1.5108 -0.5200 0.7626
C3 0.7831 -0.7952 -0.7210
C4 1.6875 -0.3361 -1.9069
S1 0.9889 -0.1766 -3.4809
H1 1.1421 -0.2876 2.8935
H2 -0.2664 -0.1200 2.1157
H3 0.4511 -1.8026 2.1988
H4 2.3119 -1.1689 0.7532
H5 2.0089 0.4538 0.6819
H6 -0.1477 -0.2454 -0.7013
H7 0.4529 -1.8830 -0.6602
H8 2.5472 -1.0636 -2.0849
H9 2.1687 0.5701 -1.4318
H10 0.6603 1.1344 -3.2691
H11 -5.5966 1.7915 0.3526
H12 -5.3733 2.7340 1.6219
O1 -5.9842 2.4756 0.8803

Mulliken atomic charge list, values in e, 6 entries:
1 C -1.17
2 C -0.54
3 C -0.41
4 C -0.63
5 S -0.21
6 H 0.33



Q | 2 unconnected molecules or ions with the total composition C4H12OS. Source: OMol25; level of theory: the ωB97M-V functional and the def2-TZVPD basis.

Summary:
SMILES   CCCCS.O
Frontier orbital gap   0.3579 Ha
HOMO level   -9.1 eV

Element x y z (Å)
C1 2.0860 -0.7080 -2.4354
C2 0.7736 -0.5064 -1.5952
C3 0.9427 -0.8556 -0.1268
C4 -0.3730 -1.0654 0.5690
S1 -0.2097 -1.6545 2.2820
H1 1.7968 -1.0649 -3.4217
H2 2.6075 0.2467 -2.5447
H3 2.7486 -1.3968 -1.9054
H4 0.0082 -1.1313 -2.0461
H5 0.4736 0.5432 -1.6607
H6 1.4713 -0.0834 0.4397
H7 1.5110 -1.7800 -0.0139
H8 -0.9457 -1.8482 0.0745
H9 -1.0087 -0.1825 0.5431
H10 0.8748 -0.9499 2.5964
H11 -3.4838 4.3418 3.1190
H12 -4.8335 3.6443 2.8920
O1 -4.4394 4.4511 3.2341

Mulliken atomic charge list, values in e, 6 entries:
1 C -1.05
2 C -0.50
3 C -0.60
4 C -0.63
5 S -0.24
6 H 0.30



The structure with the greatest stability is Q.



P | 2 unconnected molecules or ions with the total composition C2H6N3O2. Source: OMol25; level of theory: the ωB97M-V functional and the def2-TZVPD basis.

Summary:
Frontier orbital gap   0.2745 Ha
HOMO level   -3.1 eV
Net charge   -1

Element x y z (Å)
C1 -0.5178 -1.5669 -0.3243
C2 0.5815 1.6081 0.2735
N1 -2.3406 -0.1415 -0.1703
N2 -1.0914 -0.2662 -0.3359
N3 0.3920 0.9309 -0.9929
O1 1.3708 0.1344 -1.3004
O2 -2.8628 1.0119 -0.3026
H1 -1.0418 -2.3154 -0.9847
H2 0.5064 -1.4288 -0.7829
H3 -0.6866 -2.0557 0.5778
H4 -0.3552 1.9186 0.5978
H5 1.1644 0.9552 0.8747
H6 1.1219 2.5237 0.2003

Mulliken atomic charge list, values in e, 6 entries:
1 C -0.75
2 C -0.76
3 N -0.79
4 N 0.60
5 N 0.07
6 O -0.60



Q | 2 unconnected molecules or ions with the total composition C2H6N3O2. Source: OMol25; level of theory: the ωB97M-V functional and the def2-TZVPD basis.

Summary:
Frontier orbital gap   0.3094 Ha
HOMO level   -4.4 eV
Net charge   -1

Element x y z (Å)
N1 0.2994 1.5501 0.4491
C1 1.1462 1.5703 1.4876
N2 2.1091 0.7516 1.6683
H1 -0.5052 2.1446 0.5087
H2 0.2479 0.7506 -0.2194
H3 0.9557 2.3874 2.1983
H4 2.6259 1.0053 2.5028
N3 -1.2276 -2.3274 -1.8110
C2 -0.9630 -1.1952 -1.0006
O1 -0.1161 -0.3977 -1.4838
O2 -1.5969 -1.1074 0.0663
H5 -2.0587 -2.8479 -1.6038
H6 -0.9166 -2.2843 -2.7626

Mulliken atomic charge list, values in e, 6 entries:
1 N -0.31
2 C 0.08
3 N -0.69
4 H 0.20
5 H 0.30
6 H 0.28



The structure with the greatest stability is Q.